No. 1
# C28H30NOSeY

A structure of composition C28H30NOSeY in a non-equilibrium geometry (wB97M-V/def2-TZVPD, the OMol25 dataset).

* highest occupied orbital energy: -7.097 eV
* energy above the lowest of the compared OMol25 structures with the same formula, charge and spin: 0.000 eV

The geometry in ORCA input format:
```
! wB97M-V def2-TZVPD RIJCOSX def2/J DEFGRID3
* xyz 0 1
C -1.1648 0.4255 3.9354
C -1.6006 -0.4202 2.8694
C -0.4655 -0.7039 2.0400
H -2.6037 -0.8259 2.7440
C 0.6562 -0.0138 2.5686
C 0.2345 0.6780 3.7444
H 1.6640 -0.0682 2.1696
C -2.3123 2.2218 -0.2978
C -2.9162 1.0408 0.2882
C -2.3043 -0.0961 -0.3183
H -3.7837 1.0189 0.9573
C -1.3814 0.3492 -1.3002
C -1.3101 1.7696 -1.2065
H -0.4154 -1.4128 1.2155
H 0.8888 1.2461 4.4111
H -1.7693 0.7642 4.7766
H -0.6620 2.3942 -1.8258
H -2.5674 -1.1427 -0.1520
H -2.6463 3.2511 -0.1360
Y -0.9373 1.7614 1.8068
C -0.9407 -0.4580 -2.5075
C -1.5444 0.2216 -3.7547
C -1.5354 -1.8770 -2.4356
H -2.6395 0.2349 -3.6724
H -1.2881 -0.3460 -4.6591
H -1.1788 1.2496 -3.8822
H -2.6271 -1.8066 -2.3530
H -1.1408 -2.4352 -1.5824
H -1.3015 -2.4279 -3.3529
C 0.6161 -0.4804 -2.6913
C 1.3364 -1.6241 -1.9953
H 1.0558 0.4620 -2.3265
H 0.8317 -0.5638 -3.7717
O 1.0462 -1.9905 -0.8495
N 2.2952 -2.2836 -2.6833
C 3.1506 -3.1981 -1.9334
H 2.7039 -1.8339 -3.4952
C 2.3873 -3.8734 -0.8180
C 2.8614 -3.7898 0.4997
H 3.7424 -3.1769 0.6973
C 2.1594 -4.4199 1.5290
H 2.4863 -4.2742 2.5623
C 1.0300 -5.1925 1.2323
H 0.4447 -5.6312 2.0425
C 0.6572 -5.4078 -0.1044
H -0.2046 -6.0294 -0.3554
C 1.3680 -4.7888 -1.1340
H 1.1098 -4.9616 -2.1817
H 3.9817 -2.6120 -1.5225
H 3.5670 -3.9297 -2.6332
Se 1.4681 2.6874 0.6916
C 0.8096 4.3099 1.3679
C 0.9838 5.4975 0.6191
C 0.2425 6.6352 0.9197
C -0.7188 6.6099 1.9473
C -0.8637 5.4562 2.7248
C -0.0415 4.3449 2.5122
H 1.6503 5.4865 -0.2418
H 0.4208 7.5597 0.3681
H -1.3357 7.4897 2.1483
H -1.6177 5.4023 3.5193
H -0.0312 3.5283 3.2649
*
```



No. 2
# C28H30PRh

A structure of composition C28H30PRh in a non-equilibrium geometry (wB97M-V/def2-TZVPD, the OMol25 dataset).

* highest occupied orbital energy: -14.278 eV

The geometry in ORCA input format:
```
! wB97M-V def2-TZVPD RIJCOSX def2/J DEFGRID3
* xyz 2 1
Rh -0.0058 -0.3317 -1.2303
C 0.1300 -1.3484 -3.1520
C -1.1051 -0.6395 -3.0503
C -0.8081 0.7731 -2.8397
C 0.6271 0.9217 -2.8159
C 1.2007 -0.4063 -2.9967
C 2.6408 -0.7648 -2.9867
C 1.3507 2.2106 -2.6525
C -1.8053 1.8665 -2.7299
C -2.4816 -1.1943 -3.0727
C 0.3273 -2.8195 -3.2719
H 2.9134 -1.1785 -3.9611
H 2.8468 -1.5385 -2.2440
H 3.2768 0.0937 -2.7888
H 1.1737 2.8369 -3.5306
H 2.4232 2.0676 -2.5499
H 0.9839 2.7556 -1.7825
H -2.0467 2.2322 -3.7326
H -1.4137 2.7036 -2.1551
H -2.7316 1.5204 -2.2749
H -2.9959 -0.8363 -3.9685
H -3.0569 -0.8450 -2.2134
H -2.4884 -2.2810 -3.0873
H 0.8474 -3.0454 -4.2053
H -0.6149 -3.3609 -3.2702
H 0.9504 -3.2001 -2.4596
C 0.1112 4.4532 2.9024
C 1.2242 3.6324 3.0092
C 1.1884 2.3410 2.5025
C 0.0285 1.8793 1.8853
C -1.0925 2.7052 1.7756
C -1.0475 3.9897 2.2883
P -0.0477 0.2425 1.1634
C -1.5115 -0.6107 1.7571
C -2.0624 -1.5899 0.9315
C -3.1630 -2.3201 1.3431
C -3.7197 -2.0651 2.5911
C -3.1767 -1.0906 3.4183
C -2.0711 -0.3600 3.0070
C 1.3892 -0.7415 1.6284
C 2.5658 -0.5596 0.8915
C 3.7029 -1.2874 1.2057
C 3.6643 -2.2023 2.2497
C 2.4952 -2.3908 2.9786
C 1.3544 -1.6676 2.6711
H 0.1410 5.4564 3.3054
H 2.1197 3.9924 3.4968
H 2.0529 1.6970 2.6042
H -2.0013 2.3401 1.3094
H -1.9171 4.6288 2.2177
H -1.6161 -1.8082 -0.0467
H -3.5859 -3.0831 0.7037
H -4.5812 -2.6307 2.9190
H -3.6161 -0.8989 4.3877
H -1.6539 0.4054 3.6498
H 2.5999 0.1841 0.0990
H 4.6180 -1.1359 0.6490
H 4.5506 -2.7698 2.4998
H 2.4744 -3.1039 3.7913
H 0.4446 -1.8231 3.2367
*
```



No. 3
# C28H31As2BrF6N4O11SSe3SnTe

A structure of composition C28H31As2BrF6N4O11SSe3SnTe (wB97M-V/def2-TZVPD, the OMol25 dataset).

* highest occupied orbital energy: -0.603 eV
* energy above the lowest of the compared OMol25 structures with the same formula, charge and spin: 2.424 eV

The geometry in ORCA input format:
```
! wB97M-V def2-TZVPD RIJCOSX def2/J DEFGRID3
* xyz -2 1
Sn 0.6289 1.0990 1.6977
Br 3.5985 2.7220 3.7455
C 2.0291 3.7800 3.7220
C 1.8818 4.7824 4.6705
C 0.7116 5.5197 4.6389
C -0.2406 5.2425 3.6723
C 0.0130 4.2255 2.7680
N 1.1320 3.4974 2.8019
C -1.0239 3.8735 1.7069
O -2.0257 4.5814 1.6334
O -0.7752 2.8422 0.9990
H 2.6504 4.9501 5.4096
H 0.5413 6.2981 5.3728
H -1.1688 5.7875 3.5886
Se 3.4300 -0.0842 1.6770
Se 5.4257 -1.1793 1.7598
Te 3.0961 -3.5585 -0.3706
Se 1.8308 -1.4800 0.1984
C -4.3388 -1.3284 -2.2482
O -2.9195 -1.4088 -2.1311
C -2.2335 -0.2496 -2.2240
O -2.7504 0.8325 -2.0875
C -0.7927 -0.4508 -2.5465
C -0.4101 -1.5379 -3.2144
As 1.4055 -2.0548 -3.7569
C 1.0404 -1.8866 -5.6991
C 2.3361 -0.3506 -3.5866
C 2.0091 0.6951 -2.8275
As 0.2835 1.0752 -1.9412
C -0.3516 2.3223 -3.3418
C 2.9520 1.8644 -2.6189
O 2.5978 2.9817 -2.9187
O 4.1164 1.6961 -2.0104
C 4.5937 0.4491 -1.4546
C 3.6282 -0.3581 -4.3310
O 4.1610 0.6002 -4.8306
O 4.1027 -1.6124 -4.4558
C 5.3481 -1.7444 -5.1332
C -1.3691 -2.6053 -3.6650
O -2.0423 -2.4936 -4.6615
O -1.3662 -3.7566 -2.9860
C -0.6540 -3.8453 -1.7264
H -4.7590 -2.0844 -1.5920
H -4.6063 -1.5433 -3.2842
H -4.6913 -0.3406 -1.9620
H 0.3713 -2.6881 -6.0075
H 1.9934 -1.9975 -6.2170
H 0.5911 -0.9255 -5.9420
H -0.4947 1.7941 -4.2834
H 0.4121 3.0880 -3.4414
H -1.2909 2.7404 -2.9907
H 5.0743 0.6907 -0.5118
H 5.3281 0.0324 -2.1445
H 3.7908 -0.2586 -1.2642
H 5.4442 -2.7981 -5.3797
H 6.1600 -1.4424 -4.4712
H 5.3677 -1.1275 -6.0304
H -1.0609 -4.7258 -1.2352
H -0.8219 -2.9629 -1.1104
H 0.4153 -3.9802 -1.8831
C -3.7845 -4.2823 0.3659
C -2.8253 -3.6678 1.3814
C -2.7065 -2.1825 1.2773
N -1.6139 -1.5836 0.9901
N -1.7055 -0.2192 0.9582
C -2.9133 0.2136 1.2207
N -3.2615 1.5096 1.2845
S -4.0354 -1.0751 1.5583
H -3.7745 -5.3709 0.4366
H -3.4955 -4.0095 -0.6501
H -4.8126 -3.9494 0.5278
H -1.8140 -4.0505 1.2395
H -3.1250 -3.9293 2.4001
H -2.5674 2.1771 0.9383
H -4.2294 1.7513 1.1759
C -2.2202 0.8250 4.7600
C -0.6945 0.6982 4.7106
O -0.1820 1.2627 3.5833
C -0.0937 1.4757 5.9073
F -0.4792 0.9875 7.1095
F 1.2407 1.4938 5.8955
F -0.5090 2.7597 5.8696
C -0.3117 -0.7956 4.8016
F 1.0030 -0.9914 4.7687
F -0.8516 -1.4622 3.7669
F -0.7868 -1.3811 5.9267
H -2.4747 1.8728 4.6144
H -2.6389 0.4678 5.7013
H -2.6412 0.2526 3.9356
*
```



No. 4
# C28H31AsN7PtS2

A structure of composition C28H31AsN7PtS2 (wB97M-V/def2-TZVPD, the OMol25 dataset).

* highest occupied orbital energy: -9.617 eV
* energy above the lowest of the compared OMol25 structures with the same formula, charge and spin: 0.000 eV

The geometry in ORCA input format:
```
! wB97M-V def2-TZVPD RIJCOSX def2/J DEFGRID3
* xyz 1 1
Pt 0.4869 -0.6174 0.1237
S 0.2971 -0.7416 2.4113
C 1.9086 -0.3950 3.0654
C 2.1770 -0.6812 4.4062
C 3.4217 -0.4024 4.9430
C 4.4311 0.1654 4.1679
C 4.1767 0.4593 2.8401
C 2.9256 0.1759 2.3039
As 2.3839 0.6117 0.5347
C 3.8259 0.2911 -0.7025
C 4.6775 1.3062 -1.1251
C 5.6964 1.0222 -2.0268
C 5.8657 -0.2710 -2.4985
C 5.0188 -1.2872 -2.0718
C 3.9958 -1.0079 -1.1787
C 2.1164 2.5185 0.5205
C 2.1489 3.2317 1.7125
C 1.8609 4.5906 1.7091
C 1.5303 5.2313 0.5251
C 1.4870 4.5153 -0.6656
C 1.7750 3.1599 -0.6673
H 1.4064 -1.1292 5.0204
H 3.6125 -0.6377 5.9821
H 5.4022 0.3700 4.5969
H 4.9468 0.9044 2.2201
H 4.5540 2.3146 -0.7498
H 6.3613 1.8109 -2.3532
H 6.6641 -0.4909 -3.1951
H 5.1618 -2.2986 -2.4299
H 3.3265 -1.7938 -0.8454
H 2.4093 2.7348 2.6393
H 1.8911 5.1474 2.6366
H 1.2939 6.2871 0.5294
H 1.2284 5.0149 -1.5904
H 1.7424 2.6070 -1.6008
C -0.3551 -2.0996 -5.0708
N 0.5947 -1.7103 -4.0285
C 1.7018 -0.8735 -4.4766
C 0.1858 -1.5675 -2.7334
N 0.6461 -0.6706 -1.9323
N -0.7443 -2.5088 -2.3201
C -1.4695 -2.5654 -1.1370
N -2.4168 -3.5351 -1.1457
N -1.2321 -1.7916 -0.1432
H 0.2023 -2.2561 -5.9901
H -1.1104 -1.3287 -5.2460
H -0.8576 -3.0380 -4.8469
H 2.0710 -1.2719 -5.4178
H 2.5168 -0.9098 -3.7537
H 1.3999 0.1676 -4.6397
H 1.2426 0.0020 -2.3915
H -0.8007 -3.3304 -2.8969
H -2.8083 -3.8656 -2.0099
H -2.9777 -3.6683 -0.3222
H -1.8650 -1.9118 0.6375
N -3.6752 5.9766 -1.3493
C -2.9860 5.6550 -0.2446
S -2.7305 6.7416 0.9599
C -2.4552 4.2486 -0.1927
C -2.4083 3.4130 -1.3053
C -1.8647 2.1456 -1.1725
N -1.3870 1.6667 -0.0288
C -1.4410 2.4624 1.0364
C -1.9575 3.7464 1.0015
H -4.0520 6.9074 -1.4149
H -3.9031 5.3141 -2.0673
H -2.7499 3.7187 -2.2852
H -1.8014 1.4869 -2.0340
H -1.0432 2.0464 1.9565
H -1.9742 4.3635 1.8882
*
```



For reference, HOMO-LUMO gap by record: 6.858 6.275 4.022 7.223 eV.
For reference, E by record: -3654.72779 -1536.31405 -17861.99475 -4620.24863 Ha.